Record 1
A 8-piece molecular cluster, C8H33N9O8 overall. Source: the OMol25 dataset; level of theory: ωB97M-V/def2-TZVPD.

Properties
Charge = 0
Gap between HOMO and LUMO = 8.6946 eV

```
58
Properties=species:S:1:pos:R:3:forces:R:3:mulliken_charge:R:1
H 0.607418 1.470820 -1.135387 -0.3 -0.2 0.0 0.22
H -1.132289 -0.462812 3.693769 0.4 -0.7 0.2 0.37
H 0.483885 5.745430 -3.744077 0.1 0.0 -0.1 0.16
N -3.903054 -0.173830 0.735991 0.0 0.0 -1.3 -0.36
H 4.039682 -2.439930 1.809417 0.0 0.1 -0.1 0.19
H -1.768257 -3.562204 3.015035 -0.1 0.0 0.1 0.38
H 2.808190 -1.817343 0.758438 0.4 0.5 0.1 0.28
O 0.219529 0.581767 -1.034105 0.3 0.3 0.2 -0.25
N 1.971323 3.758004 -3.534647 0.2 -0.3 0.1 -0.39
H -3.282219 1.116277 -1.302804 0.2 0.2 -0.3 0.17
H 1.311679 -3.213440 5.640222 -0.4 0.4 0.1 0.31
C -1.291736 0.379634 -4.284768 0.1 0.0 -0.7 0.63
N 2.533180 0.341521 2.095903 -0.1 0.1 0.0 -0.17
O 4.168322 -0.556053 3.401539 -0.1 -0.1 -0.6 -0.70
H 1.426003 -2.152167 4.150491 0.0 0.2 0.6 0.20
O -2.489381 0.132153 -4.336061 0.4 0.5 0.1 -0.67
H 2.154186 4.388522 1.011876 0.0 -0.1 0.0 0.29
H -3.034171 -0.321347 -2.329815 -0.3 0.8 -0.3 0.13
H -0.897601 -1.377046 -3.523623 0.2 0.0 0.2 0.21
C 1.048002 -3.077384 4.596399 0.6 -0.5 -1.2 -0.63
H 0.593207 -1.850864 2.256465 0.0 0.3 -0.1 -1.24
N -0.867877 -2.321751 0.832617 0.1 0.2 -0.9 -0.80
H -0.534874 0.552682 -1.632965 0.0 0.0 0.0 0.14
N -0.437987 -0.485687 -3.656053 -0.8 -1.2 0.4 -0.37
H -3.831014 0.819216 0.823399 0.0 0.1 0.5 0.16
O -3.846721 -1.944502 -0.687932 0.4 0.4 -0.2 -0.66
H -0.508741 5.437810 -2.393304 0.1 -0.1 0.3 0.22
O 1.452812 3.807399 1.320818 -0.1 -0.1 0.0 -0.63
H -4.080626 -0.773889 1.514544 -0.1 0.0 0.1 0.23
O 0.821388 3.432579 -1.583405 0.2 -0.2 -0.2 -0.64
H 2.085771 4.331793 -4.345330 0.2 -0.1 -0.2 0.17
H -1.019030 -1.421807 0.376937 0.5 0.2 0.1 -0.03
C 3.451566 -0.625657 2.406565 -0.4 0.2 0.4 0.49
H -0.257281 -4.282833 2.586085 0.5 0.2 -0.2 0.41
H -1.813723 -2.684168 0.699694 0.2 -0.6 0.6 0.41
H 1.603711 -3.862553 4.056212 -0.1 -0.1 0.0 0.27
H -2.378991 -1.273119 2.829099 -0.1 0.0 -0.4 0.17
C -0.689659 -3.378580 3.021143 -0.7 0.6 0.3 -1.06
H 1.011204 -2.091603 0.027085 -0.4 -0.3 -0.5 0.45
O -0.335850 -3.221911 4.376767 -0.2 -0.2 0.4 -0.39
N -0.680377 1.466794 -4.837232 0.3 0.4 0.0 -0.34
H 2.469980 2.892118 -3.449084 0.2 0.1 0.1 0.22
H -1.253264 -0.050399 2.092204 -0.3 -0.3 -0.6 0.37
H 1.065407 3.444337 0.512883 0.1 0.2 0.0 0.41
C 1.046646 4.078689 -2.598217 -1.2 0.8 -0.2 0.63
C -0.474056 -2.078606 2.231588 -0.8 -0.4 -0.4 2.59
N -3.351640 0.137702 -1.483842 0.1 -1.0 -0.2 -0.32
N 0.314752 5.208002 -2.916988 0.3 -0.4 0.2 -0.43
H 0.562515 -0.530982 -3.621712 0.1 0.6 -0.3 0.18
C -1.348107 -0.935720 2.724882 0.4 0.9 1.4 -1.35
C -3.714955 -0.738106 -0.515453 -0.3 -0.4 1.5 0.67
H -1.151073 2.222245 -5.297237 -0.6 -0.3 0.1 0.20
O 1.696069 -1.920587 -0.645723 0.0 -0.2 0.1 -0.85
H 2.513500 1.189543 2.630764 0.0 0.0 0.0 0.14
H 1.234656 -1.407090 -1.315519 0.0 0.3 0.3 0.22
H 0.316716 1.524813 -4.869178 0.2 -0.1 0.1 0.15
H 1.926266 0.253326 1.300941 0.0 0.1 -0.1 0.12
N 3.436988 -1.679204 1.544686 0.5 -0.7 0.3 -0.26
```
Forces are in eV/Å.



Record 2
A 8-piece molecular cluster, C8H34N2O8 overall. Source: the OMol25 dataset; level of theory: ωB97M-V/def2-TZVPD.

Properties
Charge = 0
Gap between HOMO and LUMO = 8.9429 eV

```
52
Properties=species:S:1:pos:R:3:forces:R:3:mulliken_charge:R:1
C -3.785652 -3.577227 1.320712 -0.2 1.6 0.5 -0.80
H 1.367699 1.386058 2.141633 -0.1 0.0 0.3 0.26
H 2.264544 2.194696 -4.143061 0.0 -0.4 -0.1 0.29
H -2.293918 0.946290 -2.285521 -0.4 0.3 0.0 0.31
O -0.623523 -3.086407 -1.026033 0.3 -0.5 0.2 -0.66
O 0.081878 4.000390 0.766858 -0.3 0.3 -0.2 -0.64
H -1.841116 0.051459 3.277983 0.3 -0.1 -0.2 0.38
N -2.603986 0.847707 1.496344 0.3 -0.3 1.5 -0.70
O -0.446707 -0.139475 -0.123444 0.3 -0.8 0.3 -0.59
H 2.170428 0.836970 0.981453 1.0 -0.5 -0.1 0.29
O -1.345063 0.891538 -2.399129 0.0 0.0 -0.2 -0.76
O -2.679411 -1.654681 -2.784793 0.0 -0.2 -0.2 -0.65
H -3.475639 -1.444787 -2.296736 -0.3 -0.2 0.2 0.33
H -1.620479 -1.938918 1.520494 0.1 0.5 -0.2 0.31
O 2.898715 0.534136 -3.093766 0.7 -0.1 1.3 -0.36
H -1.642747 0.744864 1.203852 -0.4 0.3 -1.0 0.23
H 6.002835 0.010107 -1.490715 -0.2 -0.2 -0.1 0.35
H -2.083407 -0.930203 -2.594703 0.4 0.1 -0.1 0.35
C -3.976139 0.081600 3.384783 0.0 -0.2 -1.0 -1.50
H -4.469809 -3.744667 0.488847 0.1 -0.1 0.1 0.24
H -2.818451 -4.039139 1.122550 0.0 0.1 0.0 0.34
C 5.387069 0.888048 -1.295393 0.4 0.3 -0.3 -1.56
H -2.462278 -2.130835 3.065701 0.5 -0.7 0.2 0.43
H 4.326881 -1.037018 0.590157 -0.3 -0.3 -0.6 0.24
C 4.013750 0.595395 -0.711476 0.3 0.7 -1.7 0.51
H 3.512005 -1.101322 -1.915828 0.1 0.0 -0.8 0.38
H -0.690736 0.368339 -0.897276 -0.2 0.0 -0.6 0.38
H 0.514214 4.580837 1.393280 0.0 0.2 0.1 0.30
C -2.650837 -0.150001 2.576658 -1.5 -0.4 -0.3 0.28
O 1.484001 1.468946 1.195147 -0.6 0.4 0.0 -0.62
N 4.114118 -0.049748 0.601078 -1.1 -0.3 0.1 -0.59
H -1.045101 1.799368 -2.353364 0.2 0.4 -0.1 0.27
H 1.575091 2.103911 -2.533571 -0.2 -0.3 0.2 0.12
C 2.473966 1.898978 -3.115056 0.2 -0.2 0.2 -0.55
H -0.593597 -2.299098 -0.482451 0.1 0.5 0.1 0.27
H 5.959353 1.518874 -0.615210 0.0 0.0 0.3 0.43
H 3.588549 1.595007 -0.621533 -0.3 0.1 0.7 0.16
H -4.813641 0.102250 2.687455 0.0 -0.3 -0.2 0.30
H -3.252458 0.518390 0.795540 0.2 0.0 -0.4 0.32
H -1.164299 -2.839613 -1.776297 -0.4 0.1 -0.2 0.38
H 4.864002 0.309680 1.174298 0.0 0.7 -0.2 0.22
H 3.236886 2.592236 -2.760876 0.2 -0.1 0.2 0.28
H 5.315382 1.480596 -2.207445 -0.1 -0.2 -0.2 0.32
H 0.231774 0.384022 0.302989 0.5 0.2 0.4 0.42
H 0.540876 3.165289 0.857185 0.3 -0.4 0.0 0.37
H -4.233901 -0.676951 4.123888 0.3 0.0 0.1 0.36
H 2.087133 -0.329113 -1.384079 -0.2 0.4 0.3 0.12
O -3.704379 -2.130687 1.482850 0.4 0.0 -1.0 -0.33
C 3.076535 -0.110569 -1.785871 0.2 0.1 0.6 -0.35
C -2.507409 -1.654162 2.086496 -1.2 0.3 2.0 -0.57
H -4.022496 1.086467 3.804523 0.5 -0.1 0.3 0.39
H -4.240507 -3.917828 2.250874 0.1 -0.6 0.0 0.30
```
Forces are in eV/Å.



Record 3
A 8-piece molecular cluster, C8H34N2O8 overall. Source: the OMol25 dataset; level of theory: ωB97M-V/def2-TZVPD.

Properties
Charge = 0
Gap between HOMO and LUMO = 9.9618 eV

```
52
Properties=species:S:1:pos:R:3:forces:R:3:mulliken_charge:R:1
C -2.389694 -0.578014 -4.458320 -2.1 2.0 -1.1 0.35
O -1.302063 0.309623 -0.884833 -0.4 -0.4 0.8 -0.65
H -0.823173 -0.370630 2.707812 -1.2 0.1 0.4 0.45
N -1.419952 0.186659 -3.678018 0.0 0.0 0.2 -0.48
H 1.870130 1.706887 4.422053 0.4 0.6 0.0 0.17
H -1.755157 0.399705 -1.737455 0.3 -0.2 -0.5 0.37
O -4.164423 -2.186740 -4.321347 0.2 -0.6 0.4 -0.31
C 0.348787 0.302849 4.501045 -1.8 -0.6 0.3 0.37
H -3.250448 0.162176 -4.608959 1.0 -0.9 0.0 0.21
H -1.460750 -0.596164 -0.573253 0.1 0.5 -0.2 0.25
H -5.061863 -2.584390 -2.501686 -0.4 0.5 0.4 0.31
C 0.078873 0.091152 3.038202 2.5 -0.3 -0.8 -1.13
H 0.277409 1.030684 2.490662 -0.3 -0.4 0.3 0.12
C -1.911449 -1.043718 -5.814858 -1.1 -0.7 -0.5 -1.40
H 4.525395 -0.924641 4.121268 -0.1 0.0 -0.2 0.30
H 0.835255 -0.637431 2.723546 0.1 0.2 -0.4 0.37
H 2.733092 -1.171297 -0.581183 -0.1 -0.1 -0.4 0.28
H 1.106766 1.089126 0.678158 -0.1 0.2 -0.2 0.20
N -0.585042 1.300409 5.009669 -0.3 -1.2 3.2 -0.75
H 1.055915 3.802568 2.747993 -0.4 0.2 0.1 0.28
H -4.496858 -4.068759 -3.203725 0.0 1.3 -0.9 0.25
O 3.345143 0.208249 1.318374 0.1 1.0 1.3 -0.59
H 1.868483 0.712086 5.876354 0.4 0.0 1.3 0.45
H 3.639867 1.158683 1.283867 -0.5 -1.4 0.2 0.30
O 0.647579 1.811813 0.212799 -0.4 -0.9 -0.6 -0.68
H -1.362787 0.836249 5.530364 1.1 0.6 -0.4 0.27
H 2.121940 1.625795 -1.496021 -0.1 0.4 0.3 0.35
O 2.653516 -0.169040 4.191305 0.6 -0.4 -0.4 -0.40
H -0.150070 1.367242 -0.203473 0.8 0.4 0.4 0.48
H -2.323939 -2.461794 -3.382945 -0.2 0.2 0.0 0.33
O 1.603979 3.350002 2.117604 1.4 0.2 0.8 -0.61
C 1.762356 0.710532 4.826180 -0.5 0.4 -1.6 -0.63
C -4.927571 -3.037516 -3.470150 0.1 -1.2 -0.5 -0.69
C -3.040808 -1.659383 -3.645581 0.2 -0.4 0.4 -0.62
H 3.205582 0.007049 2.297398 0.0 0.5 -1.5 0.34
H -0.478439 -0.167291 -3.729250 0.2 -0.5 0.1 0.18
H -5.879198 -3.196263 -4.005270 0.3 0.1 0.5 0.24
H -0.956507 -1.435776 -5.653168 1.8 -0.9 0.0 0.40
O 2.481675 1.629501 -2.389883 0.9 0.5 -0.4 -0.67
H -3.401183 -1.156955 -2.751646 0.1 -0.1 0.6 0.28
H 3.224150 2.280370 -2.422332 -1.0 -0.9 0.3 0.28
H -2.514162 -1.850963 -6.299781 0.2 0.7 0.7 0.31
H 0.138135 -0.611369 5.065116 0.1 -0.2 -0.2 0.36
H 3.988632 -0.497334 5.706412 0.2 0.5 0.2 0.40
H 2.332164 -0.596510 -1.914236 0.1 1.4 -0.9 0.33
H 4.520177 0.773263 4.504598 -0.1 0.6 0.2 0.35
H -1.044874 1.770179 4.303995 -0.8 1.3 -2.0 0.25
O 2.371521 -1.411203 -1.453344 0.1 -1.2 1.3 -0.64
C 3.987798 -0.151610 4.671051 -0.3 -1.2 0.1 -0.92
H -1.792775 -0.263632 -6.542588 -0.1 0.6 -0.2 0.35
H 1.087575 3.065371 1.372862 -0.8 -0.3 -0.7 0.36
H -1.318709 1.140199 -3.995384 -0.3 0.1 -0.2 0.28
```
Forces are in eV/Å.



Calculated values (eV) of highest occupied orbital energy for the records, taken in order: -9.16; -8.77; -9.42.
Calculated values (eV Å⁻¹) of strongest force on any atom for the records, taken in order: 1.7; 2.3; 3.4.